Record 1
Computed, not measured: a structure of composition C38H35CdN7O9Se at a distorted geometry, with ωB97M-V/def2-TZVPD.

Properties
HOMO	-8.37	eV
calculated total energy	-138735.55827	eV
lowest unoccupied orbital energy	-1.1	eV
ΔE to the lowest compared entry with this formula, charge and spin	1.502	eV
multiplicity	1

Cartesian coordinates (Å):
Cd: 0.52177 -0.39171 -0.13356
O: -2.91154 -2.55797 -1.20750
C: -1.95627 -2.02462 -0.70051
O: -0.96473 -1.50075 -1.31110
C: -1.95179 -1.85958 0.82042
C: -2.94197 -2.52338 1.54839
C: -2.92245 -2.50496 2.89506
C: -1.90946 -1.73526 3.56932
C: -1.73154 -1.59653 4.96449
C: -0.66828 -0.88444 5.46718
C: 0.26563 -0.23909 4.61231
C: 0.14888 -0.29354 3.29172
C: -0.86735 -1.11570 2.71976
N: -0.96407 -1.19754 1.34081
H: -3.71691 -2.88916 0.91846
H: -3.61609 -2.98681 3.54319
H: -2.45854 -2.11930 5.55748
H: -0.54670 -0.81734 6.52428
H: 1.06514 0.28262 5.08632
H: 0.90896 0.07850 2.57996
O: 8.27454 -0.49749 -0.95060
N: 7.77702 -0.13772 0.10776
O: 8.38814 -0.06481 1.15592
C: 6.36516 0.18501 0.23931
C: 5.60284 -0.10289 -0.87601
C: 4.21766 -0.11460 -0.62668
C: 3.57835 0.31657 0.56518
O: 2.32645 0.26323 0.86728
C: 4.45192 0.83344 1.49446
C: 5.85811 0.81181 1.39195
N: 3.96779 1.52181 2.78821
O: 3.32497 0.85980 3.59575
O: 4.33997 2.69466 2.93310
N: 3.46281 -0.59416 -1.83279
O: 4.03013 -0.84095 -2.87516
O: 2.26228 -0.84038 -1.64346
H: 6.05175 -0.75298 -1.62952
H: 6.39769 1.45590 2.13261
N: 2.03289 -2.86207 0.95206
C: 3.17938 -2.99345 0.97365
C: 4.67054 -3.10306 1.01569
C: 5.39674 -2.51309 2.04942
C: 6.78440 -2.72160 2.15508
C: 7.46045 -3.22846 1.03685
C: 6.68840 -3.70345 -0.06345
C: 5.33317 -3.62398 -0.12245
H: 4.88936 -2.09322 2.87738
H: 7.40229 -2.33895 2.94182
H: 8.50741 -3.38185 1.07411
H: 7.35803 -3.99057 -0.88542
H: 4.77508 -3.83073 -1.02883
C: -3.20198 1.52898 -6.38481
C: -2.68714 2.45026 -5.32070
C: -1.32834 2.07675 -4.66008
C: -1.45082 0.89297 -3.73282
N: -2.22546 0.99972 -2.54157
C: -1.79993 1.42979 -1.32233
Se: -0.08896 2.12844 -1.16539
N: -2.75481 1.24424 -0.38151
C: -2.62782 1.44174 1.04524
C: -2.97105 2.90198 1.52037
C: -4.36765 3.40883 0.97978
C: -5.36147 3.81653 2.07476
C: -3.86983 0.64597 -0.96965
C: -5.10901 0.23027 -0.49271
C: -5.98603 -0.35034 -1.39600
C: -5.66347 -0.59565 -2.73739
C: -4.38779 -0.21781 -3.22723
C: -3.53210 0.51376 -2.32467
H: -4.22850 1.77942 -6.51258
H: -3.22756 0.45624 -6.19146
H: -2.62138 1.54000 -7.27951
H: -3.41053 2.52666 -4.49563
H: -2.48894 3.46745 -5.78065
H: -0.87917 2.87821 -4.16784
H: -0.65282 1.76470 -5.45896
H: -0.45299 0.62205 -3.42860
H: -1.92753 0.09062 -4.29232
H: -1.61862 1.11500 1.35569
H: -3.37203 0.83545 1.56062
H: -2.12445 3.46732 1.12679
H: -2.96004 2.87621 2.61135
H: -4.82165 2.55447 0.43297
H: -4.32101 4.25764 0.35012
H: -5.46507 2.99241 2.74387
H: -6.34881 4.07131 1.63720
H: -4.99839 4.59791 2.75230
H: -5.31397 0.16776 0.60233
H: -6.94199 -0.66621 -0.96559
H: -6.37867 -1.25699 -3.26782
H: -3.97062 -0.41928 -4.19530

Forces on atoms 1 to 2 (eV/Å):
0.0 0.2 -0.4
-1.1 -0.8 -0.4

Mulliken population analysis, charges in e, atoms 1 to 5: 2.6129 -0.7412 0.1606 -0.7977 0.7107



Record 2
Computed, not measured: a structure of composition C38H35Cu2F2N5O14Pt at a distorted geometry, with ωB97M-V/def2-TZVPD.

Properties
net charge	-1
HOMO (alpha / beta)	-3.81 / -4.48	eV
calculated total energy	-174038.89197	eV
lowest unoccupied orbital energy (alpha / beta)	0.2 / 0.2	eV
multiplicity	4
expectation value of S²	3.763

Cartesian coordinates (Å):
Cu: 28.02653 -19.39520 17.65718
Cu: 32.47544 -19.77665 19.17881
Pt: 28.38162 -13.08068 17.15051
C: 31.75558 -15.62695 17.55232
C: 30.58822 -14.86121 17.16346
C: 29.27772 -15.74260 16.87706
O: 28.23447 -15.08729 16.66326
C: 29.39266 -17.15786 16.86053
C: 30.53581 -17.76663 17.23212
C: 31.75079 -16.97004 17.60845
O: 32.81263 -17.54947 18.04935
O: 30.45607 -19.09567 17.14396
O: 30.41374 -13.64635 17.17637
H: 32.59412 -15.01568 17.85164
H: 28.55400 -17.75872 16.54114
C: 27.28880 -9.06504 16.64447
C: 26.99580 -8.39542 15.46320
C: 27.47155 -8.96400 14.09305
O: 27.16453 -8.43685 12.92966
C: 28.16494 -10.15146 14.03868
C: 28.46536 -10.85161 15.34670
C: 28.07541 -10.18988 16.67792
O: 28.26855 -10.79989 17.67929
O: 28.80465 -12.00690 15.33897
O: 26.28753 -7.25863 15.49581
H: 27.01113 -8.51172 17.52942
H: 28.46589 -10.64534 13.12659
C: 26.32235 -15.83314 14.52107
C: 26.37790 -16.51477 13.15602
O: 25.10395 -16.49581 12.71241
C: 24.28899 -16.47053 13.79091
O: 23.06959 -16.75955 13.81969
O: 24.91593 -15.96303 14.81677
F: 26.88270 -17.71650 13.30700
H: 26.59091 -14.77676 14.52648
H: 26.95863 -16.42778 15.17655
H: 26.97396 -15.87425 12.50599
C: 33.37914 -20.91569 13.66472
C: 34.91376 -20.89299 13.63567
O: 35.22124 -20.12203 14.77488
C: 34.21227 -20.10920 15.66556
O: 34.27710 -19.84614 16.85045
O: 33.00613 -20.52777 14.96965
F: 35.23780 -20.03487 12.62554
H: 33.00143 -21.93815 13.66360
H: 32.95952 -20.29651 12.87186
H: 35.43255 -21.85051 13.58970
N: 33.36489 -8.92442 17.60072
C: 32.36285 -9.46668 16.87481
C: 32.27911 -10.77446 17.20229
C: 33.27024 -11.09629 18.12317
C: 33.97652 -9.92395 18.31828
H: 33.56657 -7.94741 17.75841
H: 31.73912 -8.88665 16.21079
H: 31.75425 -11.48910 16.58567
H: 33.54741 -12.01808 18.61293
H: 34.92703 -9.71173 18.78508
N: 33.41771 -15.63803 15.32707
C: 34.25562 -16.44144 14.61863
C: 34.51207 -15.81802 13.36460
C: 33.76778 -14.61835 13.36394
C: 33.26903 -14.48755 14.66438
H: 33.05457 -15.66445 16.26916
H: 34.48038 -17.44992 14.93304
H: 35.19823 -16.05096 12.56378
H: 33.65764 -13.87105 12.59205
H: 32.71759 -13.72119 15.18878
N: 31.31021 -14.87807 20.48567
C: 31.00784 -13.80900 21.25739
C: 31.76702 -13.79818 22.39418
C: 32.64183 -14.88050 22.33384
C: 32.36366 -15.55336 21.07515
H: 30.84932 -15.16063 19.63253
H: 30.11189 -13.23476 21.07324
H: 31.83221 -13.13090 23.24087
H: 33.22586 -15.17447 23.19343
H: 32.73422 -16.48624 20.67662
N: 26.49328 -21.24158 14.94419
C: 26.97819 -21.78255 16.09617
C: 28.33500 -21.59049 16.21943
C: 28.62889 -20.85343 15.05368
C: 27.48845 -20.60762 14.27768
H: 25.53147 -21.40265 14.68139
H: 26.35499 -22.35614 16.76626
H: 28.96401 -22.00218 16.99483
H: 29.64748 -20.68368 14.73734
H: 27.48934 -20.17285 13.28906
N: 25.02724 -17.81111 18.73658
C: 25.56695 -17.48659 17.57594
C: 25.49669 -18.57072 16.63073
C: 24.66131 -19.49189 17.17383
C: 24.51081 -19.07824 18.58518
H: 25.03824 -17.32249 19.62045
H: 25.97071 -16.48618 17.52539
H: 25.91851 -18.66314 15.64082
H: 24.43629 -20.35860 16.57003
H: 24.03933 -19.56418 19.42659

Forces on atoms 1 to 2 (eV/Å):
0.6 -0.2 -0.9
-0.1 0.5 -0.5

Mulliken population analysis, charges in e, atoms 1 to 5: 0.5369 0.0298 2.1507 -1.9316 1.7653



Record 3
Computed, not measured: a structure of composition C38H35N2O2PtS3Te at a distorted geometry, with ωB97M-V/def2-TZVPD.

Properties
net charge	-1
HOMO	-2.59	eV
calculated total energy	-90096.76115	eV
lowest unoccupied orbital energy	2.2	eV
ΔE to the lowest compared entry with this formula, charge and spin	2.143	eV
multiplicity	1

Cartesian coordinates (Å):
Pt: 0.04430 0.63910 -0.03460
C: 3.88600 0.76120 5.67370
C: 2.79110 0.45240 4.68760
C: 1.48640 0.18720 5.08180
C: 0.47070 -0.02400 4.15140
C: -0.90810 -0.23240 4.59440
O: -1.73720 -0.89410 3.99030
C: -1.30940 0.42590 5.88240
C: -2.22360 -0.23110 6.70320
C: -2.65440 0.34430 7.88490
C: -2.18690 1.59390 8.25690
C: -1.29690 2.26640 7.43490
C: -0.85730 1.68740 6.25740
C: 0.75970 -0.06790 2.73970
O: -0.17620 -0.24220 1.90600
C: 2.14870 0.07250 2.36180
C: 3.09540 0.39310 3.34180
C: 2.60960 -0.19120 1.03030
N: 1.83140 -0.40660 0.00040
C: 2.38100 -0.95020 -1.21970
C: 1.39280 -1.94750 -1.78800
Te: 2.16230 -3.01740 -3.49800
C: 3.80630 -3.88680 -2.42110
C: 4.98460 -3.16940 -2.29340
C: 6.05480 -3.68990 -1.58910
C: 5.95950 -4.94480 -1.01440
C: 4.79070 -5.67360 -1.14880
C: 3.71780 -5.14450 -1.84600
C: 4.08180 -0.29090 0.84670
C: 4.75910 0.69280 0.13410
C: 6.12290 0.59420 -0.06510
C: 6.82230 -0.49260 0.43740
C: 6.15240 -1.47640 1.14870
C: 4.79130 -1.37380 1.35750
H: 3.49290 0.83410 6.68640
H: 4.37650 1.70530 5.42460
H: 4.64930 -0.02010 5.64760
H: 1.25540 0.11490 6.13730
H: -2.58760 -1.20150 6.39800
H: -3.35170 -0.18320 8.52240
H: -2.51210 2.04310 9.18640
H: -0.93770 3.24610 7.71880
H: -0.17090 2.21710 5.61460
H: 4.11860 0.57430 3.04270
H: 3.33380 -1.45430 -1.01200
H: 2.56790 -0.14720 -1.94220
H: 0.50150 -1.44650 -2.14910
H: 1.10560 -2.66240 -1.02240
H: 5.06020 -2.19500 -2.75500
H: 6.96700 -3.11870 -1.50030
H: 6.79950 -5.36060 -0.47820
H: 4.72220 -6.66150 -0.71550
H: 2.80340 -5.71180 -1.94570
H: 4.20810 1.53980 -0.24630
H: 6.64400 1.36840 -0.61160
H: 7.88980 -0.56810 0.27830
H: 6.69270 -2.32810 1.54070
H: 4.26020 -2.12960 1.91670
C: -4.22180 -1.40810 -0.03240
C: -3.10700 -0.41710 -0.19630
S: -1.82680 -0.98650 -1.19530
C: -3.18350 0.83750 0.33790
C: -4.45940 1.33710 0.95940
S: -1.87840 1.96340 0.40060
H: -3.85350 -2.38420 -0.33650
H: -5.07030 -1.15190 -0.67170
H: -4.56450 -1.46640 0.99980
H: -5.32560 1.03770 0.36730
H: -4.44140 2.42340 1.02380
H: -4.57740 0.93940 1.96720
S: 0.71360 1.96840 -1.99020
C: -0.77870 2.59240 -2.52550
N: -1.83990 1.73630 -2.66640
C: -3.06500 2.18190 -3.03220
C: -3.28000 3.49250 -3.32830
C: -2.20180 4.39920 -3.24370
C: -0.96220 3.93350 -2.85250
H: -1.73900 0.77340 -2.26610
H: -3.83580 1.42940 -3.08580
H: -4.26330 3.82850 -3.61790
H: -2.34980 5.44420 -3.46650
H: -0.11370 4.59150 -2.74970

Forces on atoms 1 to 2 (eV/Å):
-0.4 0.5 0.3
0.0 -0.1 -0.1

Mulliken population analysis, charges in e, atoms 1 to 5: 1.0104 -1.6258 0.4905 -0.9152 0.4308